# 1
ORCA calculation (the ωB97M-V functional and the def2-TZVPD basis) on 10 unconnected molecules or ions with the total composition H20O10.

The SMILES is O.O.O.O.O.O.O.O.O.O. The orbital gap comes out at 10.752 eV. The LUMO energy comes out at -0.017 hartree. Its HOMO energy is -11.213 eV.

Structure (ORCA input):
```
! wB97M-V def2-TZVPD RIJCOSX def2/J DEFGRID3
* xyz 0 1
O 0.573 0.473 0.126
H 1.348 -0.042 0.377
H -0.142 -0.173 0.106
O 3.740 -2.430 -1.467
H 4.278 -1.704 -1.131
H 2.895 -2.324 -1.015
O 1.250 -1.890 1.928
H 1.785 -2.350 2.585
H 1.787 -1.915 1.128
O 2.476 2.349 1.988
H 2.073 1.512 1.731
H 2.031 3.003 1.437
O -4.503 -0.994 -0.343
H -3.958 -0.709 -1.085
H -4.399 -0.291 0.308
O -4.273 2.606 -0.283
H -3.568 1.987 -0.504
H -4.853 2.584 -1.052
O -2.925 -1.855 2.211
H -2.595 -1.208 2.845
H -3.266 -1.320 1.485
O 5.907 1.470 -0.505
H 5.014 1.577 -0.158
H 6.378 2.247 -0.183
O -1.742 1.810 -1.388
H -1.234 1.837 -2.207
H -1.159 1.362 -0.765
O -0.641 -1.525 -2.174
H -0.330 -1.926 -2.993
H -0.975 -2.269 -1.661
*
```


# 2
ORCA calculation (the ωB97M-V functional and the def2-TZVPD basis) on 10 unconnected molecules or ions with the total composition H20O10 in a non-equilibrium geometry.

The SMILES is O.O.O.O.O.O.O.O.O.O. The orbital gap comes out at 9.442 eV. The LUMO energy comes out at -0.017 hartree. Its HOMO energy is -9.909 eV.

Structure (ORCA input):
```
! wB97M-V def2-TZVPD RIJCOSX def2/J DEFGRID3
* xyz 0 1
O 1.587 2.819 -0.004
H 1.606 2.626 0.930
H 2.065 2.103 -0.488
O -0.133 -1.144 -2.623
H -0.030 -1.623 -3.431
H -0.712 -1.716 -2.151
O 1.531 -3.219 -0.101
H 1.910 -4.117 -0.201
H 1.609 -2.904 0.788
O -2.285 -0.472 -0.509
H -2.629 -0.796 -1.298
H -1.779 -1.132 -0.061
O 2.167 -0.819 -1.386
H 2.158 -1.735 -1.138
H 1.451 -0.655 -2.003
O -0.300 0.467 3.113
H -0.062 0.363 2.187
H -0.024 -0.363 3.498
O -0.865 -1.786 1.426
H -0.286 -1.288 0.885
H -0.571 -2.694 1.517
O -1.482 1.828 -0.116
H -1.961 0.979 -0.271
H -1.187 2.060 -0.995
O 0.574 0.161 0.502
H 0.088 0.858 0.173
H 1.082 -0.264 -0.212
O -1.513 4.247 0.873
H -1.190 3.400 0.572
H -0.820 4.817 0.525
*
```


# 3
ORCA calculation (the ωB97M-V functional and the def2-TZVPD basis) on 10 unconnected molecules or ions with the total composition H20O10 in a non-equilibrium geometry.

The SMILES is O.O.O.O.O.O.O.O.O.O. The orbital gap comes out at 10.946 eV. The LUMO energy comes out at -0.001 hartree. Its HOMO energy is -10.961 eV.

Structure (ORCA input):
```
! wB97M-V def2-TZVPD RIJCOSX def2/J DEFGRID3
* xyz 0 1
O 1.345 1.673 -2.593
H 1.268 1.601 -3.549
H 2.213 2.060 -2.439
O 1.016 2.284 1.922
H 1.452 2.061 2.760
H 0.994 3.242 2.102
O -2.311 -3.199 -1.569
H -1.577 -3.806 -1.697
H -2.111 -2.413 -2.080
O 3.940 0.541 -1.091
H 3.417 0.583 -0.270
H 3.179 0.680 -1.679
O 2.354 -2.221 -1.440
H 3.242 -2.367 -1.111
H 2.223 -1.288 -1.612
O -0.521 -0.385 1.913
H -1.291 -0.463 1.336
H -1.011 -0.115 2.695
O -2.169 0.710 -1.814
H -2.985 0.316 -2.110
H -1.998 0.727 -0.877
O -2.108 2.660 2.319
H -1.744 2.955 1.469
H -1.243 2.445 2.713
O -3.712 -1.495 0.331
H -4.059 -0.722 0.776
H -3.666 -2.308 0.836
O 2.339 -1.314 1.737
H 1.627 -0.744 2.056
H 1.897 -1.698 0.967
*
```


# 4
ORCA calculation (the ωB97M-V functional and the def2-TZVPD basis) on 10 unconnected molecules or ions with the total composition H20O10 in a non-equilibrium geometry.

The SMILES is O.O.O.O.O.O.O.O.O.O. The orbital gap comes out at 10.771 eV. The LUMO energy comes out at 0.004 hartree. Its HOMO energy is -10.665 eV.

Structure (ORCA input):
```
! wB97M-V def2-TZVPD RIJCOSX def2/J DEFGRID3
* xyz 0 1
O -1.572 0.328 -3.055
H -0.699 -0.044 -2.933
H -2.184 -0.069 -2.425
O -0.435 -0.980 2.845
H -0.214 -1.717 2.313
H 0.364 -0.474 2.700
O 2.797 -1.785 0.512
H 2.164 -2.402 0.183
H 2.177 -1.174 0.929
O 1.325 1.645 -1.579
H 1.241 0.843 -2.063
H 0.907 2.314 -2.065
O -3.558 -0.143 -0.991
H -4.239 0.532 -1.279
H -3.320 -0.024 -0.085
O 1.818 0.199 2.175
H 2.237 0.107 3.004
H 2.155 0.949 1.705
O 3.360 1.685 0.283
H 3.807 2.414 -0.112
H 2.632 1.726 -0.359
O -2.353 0.565 1.601
H -3.217 0.455 1.968
H -1.844 0.012 2.130
O -0.369 0.023 -0.089
H -1.059 0.386 0.496
H 0.056 0.815 -0.371
O -1.006 -2.291 -1.785
H -0.659 -1.568 -1.244
H -0.311 -2.325 -2.410
*
```


# 5
ORCA calculation (the ωB97M-V functional and the def2-TZVPD basis) on 10 unconnected molecules or ions with the total composition H20O10 in a non-equilibrium geometry.

The SMILES is O.O.O.O.O.O.O.O.O.O. The orbital gap comes out at 10.221 eV. The LUMO energy comes out at -0.019 hartree. Its HOMO energy is -10.748 eV.

Structure (ORCA input):
```
! wB97M-V def2-TZVPD RIJCOSX def2/J DEFGRID3
* xyz 0 1
O 0.137 -1.814 2.017
H 0.004 -1.375 2.854
H -0.163 -2.712 1.891
O -1.460 1.939 -0.081
H -0.638 1.967 0.437
H -1.150 2.466 -0.828
O -0.159 1.012 2.364
H 0.539 0.352 2.385
H 0.245 1.694 1.752
O -2.618 -0.435 -1.683
H -2.233 0.340 -1.256
H -3.378 -0.708 -1.161
O 3.686 -1.661 -0.461
H 2.758 -1.662 -0.645
H 4.107 -0.900 -0.867
O -3.399 1.436 2.341
H -3.712 1.828 1.500
H -2.454 1.568 2.449
O 2.176 0.883 -2.898
H 1.440 1.136 -2.332
H 2.778 1.486 -2.437
O -1.050 -3.653 -0.487
H -1.636 -3.005 -0.058
H -0.414 -3.023 -0.844
O 0.957 -0.668 -1.445
H 1.255 -1.583 -1.283
H 0.179 -0.874 -1.982
O 1.110 2.034 0.432
H 1.921 2.526 0.627
H 1.170 1.407 -0.302
*
```


# 6
ORCA calculation (the ωB97M-V functional and the def2-TZVPD basis) on 10 unconnected molecules or ions with the total composition H20O10 in a non-equilibrium geometry.

The expectation value of S² is 0.76. The orbital gap (spin up / spin down) comes out at 11.127 / 2.773 eV. The LUMO energy (spin up / spin down) comes out at -0.118 / -0.410 hartree. Its HOMO energy (spin up / spin down) is -14.336 / -13.921 eV.

Structure (ORCA input):
```
! wB97M-V def2-TZVPD RIJCOSX def2/J DEFGRID3
* xyz 1 2
O 0.126 -1.991 0.493
H 0.961 -1.902 0.033
H 0.238 -2.764 1.046
O -0.139 0.104 -3.722
H -0.274 0.917 -3.236
H 0.324 0.372 -4.516
O -0.451 0.422 -0.417
H 0.415 0.635 -0.765
H -0.312 -0.368 0.105
O -2.820 -0.761 1.509
H -2.696 -0.109 0.819
H -3.770 -0.857 1.580
O -1.312 2.341 2.132
H -1.378 2.014 1.234
H -1.398 1.559 2.678
O 2.816 1.513 -1.199
H 3.308 0.753 -1.510
H 3.449 2.012 -0.681
O -0.449 -0.329 3.220
H -0.255 -1.109 3.738
H -0.897 -0.662 2.443
O -1.812 -3.038 -1.389
H -2.107 -2.177 -1.686
H -0.883 -2.917 -1.190
O 2.219 -0.727 2.562
H 1.354 -0.319 2.523
H 2.264 -1.111 3.437
O 0.778 2.892 -3.029
H 1.318 2.197 -2.654
H 1.386 3.410 -3.557
*
```


# 7
ORCA calculation (the ωB97M-V functional and the def2-TZVPD basis) on 10 unconnected molecules or ions with the total composition H20O10 in a non-equilibrium geometry.

The expectation value of S² is 0.76. The orbital gap (spin up / spin down) comes out at 11.215 / 2.647 eV. The LUMO energy (spin up / spin down) comes out at -0.118 / -0.403 hartree. Its HOMO energy (spin up / spin down) is -14.427 / -13.606 eV.

Structure (ORCA input):
```
! wB97M-V def2-TZVPD RIJCOSX def2/J DEFGRID3
* xyz 1 2
O -3.087 1.555 0.809
H -3.189 1.309 1.728
H -2.179 1.336 0.601
O 2.093 -1.749 -1.473
H 2.763 -1.741 -2.156
H 2.139 -0.876 -1.082
O -0.592 -1.603 1.048
H -0.175 -2.461 0.979
H -0.863 -1.542 1.965
O 2.214 0.964 -0.274
H 3.096 1.224 -0.540
H 1.770 1.788 -0.076
O -0.506 0.663 -0.159
H -0.549 -0.240 0.154
H 0.422 0.891 -0.105
O 1.199 3.293 0.384
H 0.911 4.201 0.292
H 0.971 3.059 1.283
O 2.323 -0.810 2.456
H 2.512 -0.295 1.673
H 2.280 -1.714 2.144
O -1.933 2.544 -2.017
H -1.509 2.000 -1.353
H -1.219 2.824 -2.589
O -3.116 -2.465 0.549
H -3.256 -3.003 1.328
H -2.350 -1.932 0.760
O -0.309 -2.664 -2.260
H -0.499 -1.919 -1.688
H 0.640 -2.639 -2.379
*
```


# 8
ORCA calculation (the ωB97M-V functional and the def2-TZVPD basis) on a molecular structure, H20O10Xe in a non-equilibrium geometry.

The orbital gap comes out at 9.786 eV. The LUMO energy comes out at -0.011 hartree. Its HOMO energy is -10.073 eV.

Structure (ORCA input):
```
! wB97M-V def2-TZVPD RIJCOSX def2/J DEFGRID3
* xyz 0 1
Xe 0.248 -0.203 0.369
O 0.099 -2.663 -2.284
H 0.175 -3.255 -3.033
H 0.989 -2.343 -2.140
O -1.569 2.953 -0.562
H -2.263 2.312 -0.718
H -2.034 3.762 -0.347
O -1.903 -0.588 -2.811
H -1.169 -1.127 -2.517
H -1.493 0.174 -3.222
O -1.967 0.203 3.233
H -1.969 -0.751 3.319
H -2.362 0.518 4.045
O 4.627 -0.568 -0.930
H 4.049 -0.827 -0.213
H 5.359 -0.126 -0.500
O -0.909 -4.541 -0.266
H -0.649 -3.839 -0.863
H -0.603 -5.342 -0.690
O 2.870 2.973 -0.724
H 3.577 2.448 -1.098
H 2.815 2.688 0.188
O 2.762 -0.402 3.346
H 2.853 0.472 2.969
H 3.324 -0.957 2.805
O -1.687 2.833 2.234
H -1.747 2.890 1.280
H -1.650 1.894 2.416
O -3.208 0.857 -1.069
H -2.688 0.232 -1.574
H -3.878 0.323 -0.643
*
```


ΔE to the lowest compared entry with this formula, charge and spin for every record listed, in sequence, given in kcal/mol: 80.0, 73.0, 83.0, 63.7, 100.9, 27.1, 31.0, 21.7.